# 1
DFT (ωB97M-V/def2-TZVPD) results for a cluster of 9 separate species, C30H62ClF3N2O12P2S2 in total.

Each atom is followed by the atoms it is bonded to, with distances in Å.
Element x y z (Å)
1 Cl 3.403 -0.560 -0.206  C36 1.779
2 S 0.769 -2.559 -1.287  P5 1.941
3 S -0.218 2.974 -1.825  P4 2.289, O9 1.444, O11 1.441, C43 1.871
4 P -0.388 0.815 -1.084  S3 2.289, P5 2.307, N21 1.676, C32 1.838, C52 1.863
5 P -0.595 -1.412 -0.517  S2 1.941, P4 2.307, O17 1.617, O18 1.612
6 F -2.072 4.172 -0.337  C43 1.340
7 F -0.344 5.407 -0.884  C43 1.346
8 F -0.170 3.900 0.693  C43 1.348
9 O 1.144 3.329 -2.149  S3 1.444
10 O -1.602 -4.945 0.503  C48 1.205
11 O -1.161 3.212 -2.888  S3 1.441
12 O -6.135 -0.205 -3.458  C50 1.207
13 O 6.166 2.782 0.850  C51 1.209
14 O -3.085 -0.691 3.068  C39 1.211
15 O 6.997 -3.055 -2.440  C38 1.207
16 O -4.305 3.508 3.826  C28 1.210
17 O -2.037 -2.001 -0.953  P5 1.617, H105 0.960
18 O -0.637 -1.554 1.088  P5 1.612, H72 0.969
19 O 9.587 -0.348 0.965  C34 1.209
20 O -7.627 2.912 1.378  C40 1.210
21 N -0.357 0.395 -2.706  P4 1.676, H92 1.010, H100 1.006
22 N -3.866 0.573 -1.673  C29 1.268, H59 1.016
23 C -2.332 0.580 4.929  C39 1.507, H56 1.091, H97 1.091, H104 1.088
24 C 5.436 -4.125 -3.870  C38 1.508, H83 1.091, H87 1.091, H106 1.087
25 C 3.375 2.089 -0.495  C36 1.537, H65 1.081, H74 1.078, H99 1.077
26 C -6.251 1.112 2.089  C40 1.507, H55 1.092, H102 1.091, H108 1.086
27 C -6.577 -2.250 -4.579  C50 1.509, H69 1.087, H76 1.091, H103 1.091
28 C -4.535 4.513 3.195  O16 1.210, C35 1.508, C42 1.506
29 C -3.105 1.493 -1.249  N22 1.268, C52 1.502, H84 1.082
30 C -5.130 -0.385 -5.603  C50 1.510, H66 1.091, H68 1.087, H78 1.091
31 C 10.568 -0.551 -1.190  C34 1.510, H71 1.087, H81 1.091, H109 1.091
32 C 1.129 0.975 -0.058  P4 1.838, C36 1.552, H77 1.085, H82 1.082
33 C -8.314 0.778 0.588  C40 1.510, H60 1.087, H95 1.091, H96 1.091
34 C 9.779 -1.048 -0.002  O19 1.209, C31 1.510, C46 1.505
35 C -5.019 5.775 3.864  C28 1.508, H67 1.091, H73 1.091, H110 1.087
36 C 2.498 0.859 -0.779  Cl1 1.779, C25 1.537, C32 1.552, H94 1.080
37 C -3.965 -4.705 0.569  C48 1.512, H86 1.091, H101 1.087, H113 1.091
38 C 6.810 -3.644 -3.477  O15 1.207, C24 1.508, C49 1.510
39 C -2.453 -0.674 4.101  O14 1.211, C23 1.507, C47 1.508
40 C -7.419 1.721 1.356  O20 1.210, C26 1.507, C33 1.510
41 C 6.916 4.027 2.729  C51 1.512, H79 1.091, H89 1.087, H112 1.091
42 C -4.359 4.556 1.699  C28 1.506, H57 1.090, H90 1.091, H114 1.087
43 C -0.741 4.181 -0.495  S3 1.871, F6 1.340, F7 1.346, F8 1.348
44 C -2.706 -6.498 1.923  C48 1.512, H53 1.091, H62 1.091, H107 1.087
45 C 7.505 1.547 2.376  C51 1.506, H58 1.090, H80 1.092, H85 1.085
46 C 9.236 -2.449 -0.085  C34 1.505, H64 1.091, H70 1.092, H98 1.087
47 C -1.751 -1.907 4.609  C39 1.508, H61 1.091, H88 1.091, H91 1.088
48 C -2.648 -5.342 0.951  O10 1.205, C37 1.512, C44 1.512
49 C 7.939 -3.931 -4.438  C38 1.510, H54 1.091, H75 1.087, H111 1.091
50 C -5.965 -0.877 -4.446  O12 1.207, C27 1.509, C30 1.510
51 C 6.799 2.782 1.880  O13 1.209, C41 1.512, C45 1.506
52 C -2.016 1.188 -0.260  P4 1.863, C29 1.502, H63 1.080, H93 1.085
53 H -3.306 -7.309 1.506  C44 1.091
54 H 7.737 -3.463 -5.402  C49 1.091
55 H -5.591 0.605 1.382  C26 1.092
56 H -2.743 0.411 5.925  C23 1.091
57 H -3.618 5.309 1.429  C42 1.090
58 H 8.577 1.730 2.450  C45 1.090
59 H -4.540 0.964 -2.325  N22 1.016
60 H -9.109 1.343 0.107  C33 1.087
61 H -2.138 -2.178 5.593  C47 1.091
62 H -3.153 -6.175 2.865  C44 1.091
63 H -2.342 0.316 0.287  C52 1.080
64 H 8.553 -2.531 -0.932  C46 1.091
65 H 2.774 2.975 -0.342  C25 1.081
66 H -4.288 -1.059 -5.770  C30 1.091
67 H -4.313 6.588 3.684  C35 1.091
68 H -4.749 0.609 -5.381  C30 1.087
69 H -7.147 -2.481 -3.684  C27 1.087
70 H 10.054 -3.163 -0.202  C46 1.092
71 H 10.898 0.469 -1.007  C31 1.087
72 H -1.570 -1.587 1.348  O18 0.969
73 H -5.994 6.055 3.464  C35 1.091
74 H 4.025 2.284 -1.333  C25 1.078
75 H 8.868 -3.534 -4.037  C49 1.087
76 H -5.792 -2.998 -4.706  C27 1.091
77 H 1.098 1.962 0.392  C32 1.085
78 H -5.735 -0.341 -6.509  C30 1.091
79 H 7.964 4.315 2.826  C41 1.091
80 H 7.119 1.267 3.358  C45 1.092
81 H 9.944 -0.570 -2.084  C31 1.091
82 H 1.109 0.267 0.761  C32 1.082
83 H 5.440 -5.210 -3.990  C24 1.091
84 H -3.240 2.512 -1.587  C29 1.082
85 H 7.341 0.729 1.683  C45 1.085
86 H -4.462 -4.309 1.456  C37 1.091
87 H 5.134 -3.664 -4.812  C24 1.091
88 H -0.679 -1.723 4.684  C47 1.091
89 H 6.365 4.839 2.262  C41 1.087
90 H -5.310 4.793 1.220  C42 1.091
91 H -1.919 -2.733 3.922  C47 1.088
92 H 0.578 0.397 -3.087  N21 1.010
93 H -1.907 1.979 0.475  C52 1.085
94 H 2.357 0.808 -1.849  C36 1.080
95 H -7.736 0.255 -0.176  C33 1.091
96 H -8.754 0.046 1.266  C33 1.091
97 H -1.283 0.866 5.018  C23 1.091
98 H 8.692 -2.679 0.828  C46 1.087
99 H 3.952 1.896 0.393  C25 1.077
100 H -0.821 -0.482 -2.874  N21 1.006
101 H -3.783 -3.889 -0.127  C37 1.087
102 H -6.603 0.393 2.831  C26 1.091
103 H -7.240 -2.282 -5.445  C27 1.091
104 H -2.882 1.388 4.451  C23 1.088
105 H -1.879 -2.491 -1.763  O17 0.960
106 H 4.721 -3.855 -3.097  C24 1.087
107 H -1.699 -6.862 2.113  C44 1.087
108 H -5.696 1.898 2.593  C26 1.086
109 H 11.441 -1.186 -1.350  C31 1.091
110 H -5.106 5.608 4.934  C35 1.087
111 H 8.043 -5.008 -4.581  C49 1.091
112 H 6.506 3.841 3.723  C41 1.091
113 H -4.615 -5.443 0.097  C37 1.091
114 H -4.021 3.583 1.350  C42 1.087

Values from the calculation:
Total energy: -4431.56934 Eh
Highest occupied orbital energy: -8.12 eV
Maximum force: 2.55 eV/Å
Frontier orbital gap: 8.4819 eV
LUMO level: 0.357 eV

Results of the Löwdin charge analysis, in e, for atoms 1 through 8: number 1, Cl, carries 0.618; number 2, S, carries 0.258; number 3, S, carries 0.645; number 4, P, carries 0.676; number 5, P, carries 0.121; number 6, F, carries 0.099; number 7, F, carries 0.134; number 8, F, carries 0.110


# 2
DFT (ωB97M-V/def2-TZVPD) results for a cluster of 6 separate species, C30H62F4N6O12S4 in total.

Each atom is followed by the atoms it is bonded to, with distances in Å.
Element x y z (Å)
1 S -2.189 0.613 -1.356  S3 2.377, F7 1.611, O13 1.422, O20 1.458, N24 1.453
2 S -5.784 -2.112 -2.681  S4 2.388, F5 1.615, O17 1.484, O19 1.475, N22 1.565
3 S -0.402 0.634 0.210  S1 2.377, F8 1.616, O9 1.450, O12 1.444, N24 1.740
4 S -6.962 -2.752 -4.657  S2 2.388, F6 1.588, O10 1.438, O18 1.455, N22 1.662
5 F -5.921 -2.369 -1.093  S2 1.615
6 F -8.526 -2.842 -4.917  S4 1.588
7 F -3.553 1.318 -1.847  S1 1.611
8 F -0.107 1.502 1.541  S3 1.616
9 O -0.498 -0.708 0.751  S3 1.450
10 O -6.600 -1.578 -5.405  S4 1.438
11 O -3.689 -2.282 1.497  N26 1.439
12 O 0.776 0.960 -0.558  S3 1.444
13 O -1.375 0.705 -2.518  S1 1.422
14 O -1.474 4.435 1.433  C47 1.237
15 O -0.830 2.957 -4.008  N21 1.402
16 O 6.975 -0.973 1.565  N25 1.418
17 O -4.667 -3.043 -2.980  S2 1.484
18 O -6.455 -4.013 -5.177  S4 1.455
19 O -5.462 -0.673 -2.690  S2 1.475
20 O -2.749 -0.699 -1.055  S1 1.458
21 N 0.519 3.199 -3.711  O15 1.402, C50 1.484, C53 1.560
22 N -7.222 -2.628 -3.020  S2 1.565, S4 1.662
23 N -3.561 3.426 0.648  C45 1.520, C47 1.549, H88 1.010, H99 1.010
24 N -1.869 1.463 -0.221  S1 1.453, S3 1.740
25 N 5.614 -0.828 1.937  O16 1.418, C34 1.530, C38 1.590
26 N -2.819 -3.267 2.082  O11 1.439, C37 1.545, C52 1.598
27 C -0.299 -4.611 2.763  C28 1.477, C55 1.551, H110 1.090, H118 1.090
28 C -0.901 -4.760 1.422  C27 1.477, C52 1.513, H85 1.090, H112 1.090
29 C -2.962 -4.168 4.507  C37 1.586, H64 1.090, H82 1.090, H113 1.090
30 C 1.137 1.054 -4.717  C50 1.510, H72 1.090, H100 1.090, H106 1.090
31 C -2.632 -1.613 3.982  C37 1.584, H65 1.090, H76 1.090, H81 1.090
32 C 2.764 2.285 -3.402  C35 1.549, C50 1.511, H84 1.090, H95 1.090
33 C 5.695 1.682 1.738  C34 1.567, H61 1.090, H62 1.090, H79 1.090
34 C 4.860 0.396 1.414  N25 1.530, C33 1.567, C43 1.526, C46 1.501
35 C 3.282 3.574 -2.717  C32 1.549, C44 1.516, H60 1.090, H115 1.090
36 C -3.357 4.638 2.937  C47 1.525, H67 1.090, H86 1.090, H107 1.090
37 C -2.315 -3.098 3.532  N26 1.545, C29 1.586, C31 1.584, C55 1.624
38 C 4.880 -2.155 2.414  N25 1.590, C51 1.548, C54 1.571, C56 1.568
39 C 2.064 3.175 -5.721  C50 1.602, H59 1.090, H69 1.090, H70 1.090
40 C -0.385 4.545 -1.783  C53 1.570, H87 1.090, H93 1.090, H117 1.090
41 C 2.684 -0.771 2.217  C46 1.553, C56 1.517, H108 1.090, H109 1.090
42 C -2.587 -4.196 -0.296  C52 1.559, H75 1.090, H90 1.090, H97 1.090
43 C 4.664 0.320 -0.097  C34 1.526, H91 1.090, H92 1.090, H98 1.090
44 C 2.167 4.295 -1.984  C35 1.516, C53 1.619, H57 1.090, H114 1.090
45 C -4.018 4.415 -0.412  N23 1.520, H73 1.090, H83 1.090, H94 1.090
46 C 3.498 0.539 2.029  C34 1.501, C41 1.553, H74 1.090, H102 1.090
47 C -2.675 4.223 1.637  O14 1.237, N23 1.549, C36 1.525
48 C 0.892 5.664 -3.736  C53 1.523, H66 1.090, H78 1.090, H80 1.090
49 C -3.164 -5.745 1.718  C52 1.527, H96 1.090, H105 1.090, H116 1.090
50 C 1.614 2.443 -4.370  N21 1.484, C30 1.510, C32 1.511, C39 1.602
51 C 5.832 -2.840 3.423  C38 1.548, H63 1.090, H71 1.090, H89 1.090
52 C -2.382 -4.535 1.212  N26 1.598, C28 1.513, C42 1.559, C49 1.527
53 C 0.789 4.451 -2.821  N21 1.560, C40 1.570, C44 1.619, C48 1.523
54 C 4.648 -3.135 1.207  C38 1.571, H68 1.090, H103 1.090, H104 1.090
55 C -0.704 -3.259 3.406  C27 1.551, C37 1.624, H77 1.090, H111 1.090
56 C 3.471 -1.801 3.005  C38 1.568, C41 1.517, H58 1.090, H101 1.090
57 H 1.940 3.584 -1.189  C44 1.090
58 H 3.606 -1.340 3.984  C56 1.090
59 H 1.233 3.317 -6.412  C39 1.090
60 H 4.074 3.337 -2.007  C35 1.090
61 H 5.246 2.362 1.014  C33 1.090
62 H 6.780 1.688 1.636  C33 1.090
63 H 6.859 -3.011 3.098  C51 1.090
64 H -2.517 -5.163 4.497  C29 1.090
65 H -2.242 -0.863 3.294  C31 1.090
66 H 0.019 5.764 -4.382  C48 1.090
67 H -2.892 5.589 3.198  C36 1.090
68 H 3.992 -2.666 0.474  C54 1.090
69 H 2.780 2.635 -6.339  C39 1.090
70 H 2.529 4.151 -5.578  C39 1.090
71 H 5.848 -2.309 4.374  C51 1.090
72 H 0.361 1.113 -5.480  C30 1.090
73 H -4.533 3.884 -1.213  C45 1.090
74 H 3.601 0.957 3.030  C46 1.090
75 H -2.146 -4.951 -0.947  C42 1.090
76 H -2.157 -1.472 4.953  C31 1.090
77 H -0.382 -2.375 2.855  C55 1.090
78 H 1.843 5.662 -4.268  C48 1.090
79 H 5.605 2.054 2.759  C33 1.090
80 H 0.940 6.603 -3.185  C48 1.090
81 H -3.674 -1.352 4.166  C31 1.090
82 H -4.032 -4.287 4.341  C29 1.090
83 H -4.771 5.085 0.003  C45 1.090
84 H 3.628 1.800 -3.856  C32 1.090
85 H -0.315 -4.103 0.780  C28 1.090
86 H -4.411 4.820 2.727  C36 1.090
87 H -0.525 3.609 -1.242  C40 1.090
88 H -2.965 2.667 0.349  N23 1.010
89 H 5.486 -3.865 3.557  C51 1.090
90 H -3.646 -4.150 -0.551  C42 1.090
91 H 4.232 1.190 -0.593  C43 1.090
92 H 5.664 0.308 -0.529  C43 1.090
93 H -0.193 5.214 -0.944  C40 1.090
94 H -3.152 4.933 -0.823  C45 1.090
95 H 2.531 1.687 -2.521  C32 1.090
96 H -2.916 -6.595 1.083  C49 1.090
97 H -2.181 -3.231 -0.599  C42 1.090
98 H 4.130 -0.564 -0.445  C43 1.090
99 H -4.395 3.073 1.094  N23 1.010
100 H 1.899 0.523 -5.287  C30 1.090
101 H 2.907 -2.726 3.127  C56 1.090
102 H 2.865 1.294 1.563  C46 1.090
103 H 5.562 -3.431 0.692  C54 1.090
104 H 4.194 -4.081 1.501  C54 1.090
105 H -2.834 -6.104 2.692  C49 1.090
106 H 0.932 0.463 -3.824  C30 1.090
107 H -3.384 3.868 3.707  C36 1.090
108 H 1.751 -0.660 2.769  C41 1.090
109 H 2.387 -1.080 1.215  C41 1.090
110 H -0.565 -5.527 3.290  C27 1.090
111 H -0.238 -3.220 4.391  C55 1.090
112 H -0.652 -5.734 1.001  C28 1.090
113 H -2.897 -3.835 5.543  C29 1.090
114 H 2.488 5.232 -1.529  C44 1.090
115 H 3.810 4.270 -3.369  C35 1.090
116 H -4.242 -5.690 1.567  C49 1.090
117 H -1.387 4.780 -2.141  C40 1.090
118 H 0.786 -4.586 2.656  C27 1.090

Values from the calculation:
Total energy: -4402.30681 Eh
Highest occupied orbital energy (spin up / spin down): -16.66 / -16.66 eV
Maximum force: 12.61 eV/Å
Frontier orbital gap (spin up / spin down): 6.1125 / 6.2185 eV
Multiplicity: 2
LUMO level (spin up / spin down): -10.550 / -10.445 eV
<S²>: 1.769
Charge: +3

Results of the Löwdin charge analysis, in e, for atoms 1 through 8: number 1, S, carries 0.367; number 2, S, carries 0.558; number 3, S, carries 0.618; number 4, S, carries 0.573; number 5, F, carries -0.190; number 6, F, carries -0.143; number 7, F, carries -0.180; number 8, F, carries -0.193